# 1
Molecular formula: C21H19CeN7O4SSe
Method: DFT, ωB97M-V with the def2-TZVPD basis set

The geometry in XYZ format:
```
54
Properties=species:S:1:pos:R:3:mulliken_charge:R:1
Ce -0.18 -1.09 -0.42 0.4120
N 0.11 -2.44 3.19 -0.1647
C 0.17 -3.10 1.89 -0.0034
N 1.07 -2.49 1.01 -0.4561
C 1.90 -1.52 1.32 0.8015
N 2.19 -0.91 0.12 0.1078
N 2.71 0.35 0.14 -0.4777
C 2.70 0.90 -1.02 -0.9813
C 2.42 0.15 -2.34 1.3612
C 3.14 0.58 -3.43 -0.8464
C 3.04 -0.04 -4.65 -0.2035
C 2.19 -1.11 -4.75 -0.8605
C 1.51 -1.53 -3.60 -0.2771
N 1.59 -0.86 -2.40 0.1438
C 2.17 -1.16 2.67 0.3360
C 3.14 -0.26 3.13 -0.4293
C 3.07 0.23 4.44 -0.7437
C 2.15 -0.27 5.33 -0.5377
C 1.19 -1.16 4.88 -0.5985
C 1.12 -1.59 3.55 0.0150
H -0.23 -3.05 3.96 0.3184
H 0.48 -4.17 2.01 0.2986
H 3.02 1.93 -1.08 0.3867
H 3.80 1.43 -3.36 0.3841
H 3.61 0.46 -5.48 0.3329
H 2.10 -1.60 -5.71 0.4184
H 0.81 -2.32 -3.59 0.5557
H 3.79 0.15 2.40 0.5109
H 3.81 0.95 4.76 0.3945
H 2.11 0.11 6.34 0.3957
H 0.37 -1.50 5.50 0.3722
O -1.42 2.22 1.96 -0.5889
C -0.98 1.52 1.13 0.3855
O -0.68 0.22 1.25 -0.2512
C -0.65 2.03 -0.31 0.6787
O -0.59 3.22 -0.37 -0.6583
O -0.51 1.08 -1.17 -0.4140
C -2.93 1.65 -3.53 -0.8655
N -3.35 1.54 -2.11 0.2741
C -3.67 2.60 -1.31 -0.7371
C -3.81 2.15 -0.06 -0.2779
N -3.57 0.77 -0.12 0.4731
C -3.73 -0.15 1.01 -0.6184
C -3.28 0.44 -1.41 -0.3062
Se -2.85 -1.23 -2.01 -0.2040
H -3.16 2.60 -3.92 0.3684
H -3.54 0.94 -4.13 0.3660
H -1.84 1.43 -3.63 0.2235
H -3.74 3.58 -1.70 0.4952
H -4.09 2.67 0.84 0.4351
H -4.73 -0.59 0.96 0.3451
H -3.52 0.37 2.00 0.2849
H -3.04 -1.01 0.94 0.0269
S -1.39 -3.09 0.85 -0.4005
```

- Molar mass: 684.57 g mol⁻¹
- HOMO level (alpha / beta): -7.76 / -7.76 eV
- LUMO energy (alpha / beta): -0.870 / -0.869 eV
- Gap between HOMO and LUMO (alpha / beta): 6.9 / 6.9 eV
- Electronic energy: -129818.0362 eV
- Charge: 0
- F_max: 2.96 eV Å⁻¹



# 2
Molecular formula: C21H19Cl48N4O2Si
Method: DFT, ωB97M-V with the def2-TZVPD basis set

The geometry in XYZ format:
```
95
Properties=species:S:1:pos:R:3:mulliken_charge:R:1
C 3.89 -0.23 1.29 -0.5962
Si 3.06 0.71 -0.19 0.5616
C 4.51 1.70 -1.02 -0.4923
C 2.35 -0.62 -1.40 -0.8509
O 1.86 1.86 0.34 -0.4780
C 0.65 1.20 0.82 -0.0941
C -0.42 2.42 1.09 -0.0135
C -1.87 2.14 0.46 0.0050
C -2.11 2.29 -1.12 -0.7186
N -3.07 1.20 -1.57 -0.2834
C -3.21 0.40 -0.34 0.2200
N -4.05 -0.66 -0.31 -0.0548
O -4.74 -1.04 -1.44 -0.1209
C -6.11 -1.05 -0.95 0.5158
N -7.21 -1.20 -0.44 -0.3374
N -2.45 0.82 0.88 -0.3453
H 3.10 -0.82 1.88 0.2336
H 4.67 -0.93 0.78 0.2547
H 4.49 0.50 1.95 0.0239
H 4.13 2.51 -1.74 0.2811
H 5.14 0.89 -1.56 -0.0357
H 5.19 2.17 -0.21 0.2377
H 1.87 -0.11 -2.31 0.2101
H 1.57 -1.21 -0.79 0.3036
H 3.25 -1.28 -1.71 0.3122
H 0.23 0.41 0.09 0.0295
H 0.78 0.69 1.85 0.1736
H 0.05 3.42 0.74 0.3331
H -0.57 2.52 2.23 -0.5145
H -2.57 2.92 0.92 0.5968
H -1.23 2.54 -1.80 0.3775
H -2.77 3.24 -1.22 0.2974
H -2.62 0.61 -2.30 0.3588
H -4.19 -1.24 0.53 0.3408
H -3.24 1.10 1.51 0.3778
C -0.96 2.84 5.43 0.2725
Cl -0.23 4.38 4.91 -0.0827
Cl 0.26 1.56 5.41 -0.0303
Cl -1.61 3.03 7.07 -0.0879
Cl -2.29 2.41 4.32 -0.1078
C -8.67 0.22 -4.19 0.2766
Cl -8.96 -0.96 -5.49 -0.0651
Cl -8.56 1.85 -4.88 -0.0565
Cl -10.01 0.15 -3.03 -0.0870
Cl -7.15 -0.18 -3.36 -0.1224
C 7.61 0.75 3.64 0.3468
Cl 6.64 2.12 4.23 -0.1164
Cl 7.48 0.65 1.87 -0.0784
Cl 9.31 0.99 4.10 -0.0900
Cl 7.01 -0.76 4.36 -0.0741
C -12.94 -0.74 -7.02 0.2777
Cl -11.94 0.58 -6.37 0.0372
Cl -12.43 -1.09 -8.69 -0.0800
Cl -12.74 -2.19 -6.02 -0.0989
Cl -14.64 -0.24 -7.02 -0.1009
C -11.19 1.89 -11.47 0.2774
Cl -10.78 1.35 -9.82 0.0143
Cl -10.10 1.11 -12.64 -0.0975
Cl -12.87 1.44 -11.84 -0.0953
Cl -11.01 3.65 -11.57 -0.0855
C -0.52 -2.53 5.22 0.1475
Cl -0.91 -1.43 3.88 0.0187
Cl -1.77 -3.79 5.33 -0.1022
Cl 1.06 -3.28 4.92 0.0277
Cl -0.46 -1.61 6.75 -0.0722
C 12.92 0.08 6.45 0.2789
Cl 13.83 -1.27 5.73 -0.1002
Cl 12.30 -0.42 8.04 -0.0501
Cl 14.00 1.48 6.65 -0.0792
Cl 11.56 0.51 5.39 -0.0472
C 3.98 -6.12 4.37 0.2848
Cl 4.43 -6.67 6.00 -0.0854
Cl 5.06 -6.86 3.18 -0.0273
Cl 2.30 -6.60 4.03 -0.1081
Cl 4.12 -4.35 4.28 -0.0840
C -11.49 4.48 -6.98 0.2792
Cl -11.40 5.27 -5.39 -0.1031
Cl -9.99 3.57 -7.27 -0.0735
Cl -12.88 3.38 -7.02 -0.0563
Cl -11.68 5.72 -8.24 -0.0763
C 10.85 2.76 10.01 0.3034
Cl 12.54 3.30 10.06 -0.0773
Cl 10.33 2.58 8.32 -0.0310
Cl 10.70 1.20 10.84 -0.0915
Cl 9.82 3.96 10.82 -0.1034
C 5.13 -10.12 0.28 0.3507
Cl 6.04 -11.46 -0.46 -0.0879
Cl 4.53 -10.62 1.88 -0.0829
Cl 6.21 -8.71 0.47 -0.0927
Cl 3.76 -9.68 -0.76 -0.0956
C 5.61 0.91 -4.74 0.3504
Cl 6.60 2.23 -4.09 -0.0803
Cl 6.10 0.57 -6.41 -0.0926
Cl 5.85 -0.55 -3.74 -0.1012
Cl 3.90 1.38 -4.70 -0.0942
```

- Molar mass: 2089.24 g mol⁻¹
- HOMO level: -12.01 eV
- LUMO energy: -4.147 eV
- Gap between HOMO and LUMO: 7.9 eV
- Electronic energy: -641078.9678 eV
- Charge: +1
- F_max: 6.98 eV Å⁻¹



# 3
Molecular formula: C21H19ClN4S
Method: DFT, ωB97M-V with the def2-TZVPD basis set

The geometry in XYZ format:
```
46
Properties=species:S:1:pos:R:3:mulliken_charge:R:1
C 0.33 -1.76 4.18 -0.7252
S 1.94 -1.40 3.37 -0.1130
C 1.76 -0.78 1.69 -0.2053
N 2.89 -0.11 1.31 -0.6741
C 2.80 0.55 0.19 0.0073
N 3.87 1.25 -0.25 -0.0896
C 3.69 2.60 -0.68 0.1233
C 4.34 2.98 -1.89 -0.3769
C 4.14 4.33 -2.31 -0.4975
C 3.38 5.21 -1.61 -0.2639
C 2.68 4.80 -0.51 -0.8257
C 2.72 3.44 -0.15 0.0522
C 1.70 0.46 -0.67 1.0902
C 1.23 1.09 -1.99 -0.5238
C -0.02 0.58 -2.23 -0.6227
N -0.45 -0.18 -1.08 0.3144
C -1.78 -0.81 -0.88 -1.2695
C -1.73 -2.33 -0.71 0.4352
Cl -1.33 -3.16 -2.25 -0.2156
C -3.14 -2.66 -0.07 0.2416
C -4.19 -3.36 -0.82 -0.6257
C -5.41 -3.61 -0.16 -0.5598
C -5.60 -3.13 1.15 -0.4237
C -4.59 -2.42 1.80 -0.6847
C -3.35 -2.26 1.29 -0.3313
C 0.65 -0.33 -0.23 0.1756
N 0.65 -0.96 0.94 -0.4023
H 0.46 -1.83 5.32 0.3247
H -0.29 -0.89 4.00 0.2331
H -0.12 -2.62 3.80 0.2603
H 4.69 1.06 0.37 0.3387
H 4.95 2.28 -2.49 0.3631
H 4.70 4.71 -3.16 0.3528
H 3.32 6.25 -2.00 0.3209
H 2.01 5.60 -0.12 0.2768
H 2.07 3.13 0.67 0.4157
H 1.85 1.86 -2.44 0.4467
H -0.69 0.82 -3.06 0.4035
H -2.40 -0.26 -0.08 0.3657
H -2.38 -0.66 -1.78 0.4106
H -0.87 -2.70 -0.18 0.2721
H -4.14 -3.63 -1.83 0.4064
H -6.22 -4.06 -0.69 0.3900
H -6.57 -3.29 1.60 0.3696
H -4.91 -2.08 2.74 0.4111
H -2.65 -1.75 1.90 0.6288
```

- Molar mass: 394.93 g mol⁻¹
- HOMO level: -7.91 eV
- LUMO energy: 0.704 eV
- Gap between HOMO and LUMO: 8.6 eV
- Electronic energy: -51402.3714 eV
- Charge: 0
- F_max: 3.98 eV Å⁻¹